[1]
Molecular formula: C56H61ClN4O2SSbTi
Method: DFT, ωB97M-V/def2-TZVPD

Structure (XYZ):
```
127
Properties=species:S:1:pos:R:3:forces:R:3:lowdin_charge:R:1
Ti -0.4986 1.2429 0.9103 0.55 -0.60 -0.69 0.924
C 4.2954 4.8342 -1.0011 0.01 0.00 -0.02 -0.082
C 3.5794 5.1480 0.3154 -0.01 0.02 0.01 -0.192
C 2.8663 3.9572 0.8722 -0.04 -0.03 0.03 -0.118
C 3.3069 3.0714 1.8149 -0.02 0.01 0.00 -0.117
C 4.6047 3.0738 2.5592 0.01 0.01 0.01 -0.188
C 5.6122 2.0705 1.9928 0.00 -0.02 0.00 -0.082
C 2.2728 2.0707 1.9575 0.04 -0.06 0.09 -0.207
N 1.2497 2.3653 1.1253 -0.22 -0.11 0.05 -0.016
C 1.5602 3.4998 0.4508 -0.04 0.12 -0.12 -0.212
C 0.7444 4.1089 -0.5025 0.07 0.00 0.05 0.079
C -0.5037 3.6989 -0.9540 0.04 0.03 -0.03 -0.213
C -1.2726 4.3314 -2.0019 0.03 -0.01 0.05 -0.117
C -0.8249 5.5162 -2.7972 0.01 0.03 0.01 -0.190
C 0.1331 5.1315 -3.9280 0.01 -0.01 -0.02 -0.081
C -2.4214 3.6065 -2.1444 -0.01 -0.04 0.05 -0.119
C -2.3570 2.5319 -1.1795 -0.08 -0.02 -0.04 -0.212
C -3.3505 1.5671 -0.9635 -0.01 -0.07 0.05 0.050
C -3.3050 0.4910 -0.0913 -0.10 0.09 -0.16 -0.234
N -2.2380 0.1494 0.6856 0.21 0.12 0.17 0.006
C -2.5721 -0.9647 1.3912 0.02 -0.08 0.03 -0.237
C -1.7577 -1.6012 2.3156 0.00 0.01 0.06 0.042
C -0.4851 -1.2082 2.7339 -0.10 -0.12 -0.04 -0.241
N 0.1762 -0.1083 2.2942 -0.19 0.26 0.00 -0.013
C 1.3641 -0.0281 2.9727 0.13 0.04 0.01 -0.200
C 2.3126 0.9655 2.8177 0.02 0.00 0.01 0.078
C 1.4605 -1.1528 3.8805 -0.01 0.02 -0.03 -0.107
C 0.3259 -1.8898 3.7211 0.00 0.02 -0.04 -0.114
C -0.0202 -3.2025 4.3471 -0.02 0.01 0.02 -0.184
C 0.2984 -4.3722 3.4114 0.01 -0.01 -0.04 -0.080
C 2.6203 -1.4262 4.7832 -0.01 0.02 0.05 -0.182
C 3.7686 -2.1460 4.0755 -0.02 -0.03 -0.03 -0.073
C -3.9330 -1.3504 1.0577 0.03 0.02 0.00 -0.119
C -4.3914 -0.4430 0.1566 0.02 0.04 0.01 -0.115
C -5.7521 -0.3503 -0.4590 -0.01 -0.02 -0.01 -0.183
C -5.8249 -0.9446 -1.8663 -0.01 -0.01 0.00 -0.081
C -4.6527 -2.5265 1.6347 -0.02 0.05 0.04 -0.182
C -4.2577 -3.8461 0.9715 0.05 -0.03 -0.06 -0.076
N -1.1938 2.6154 -0.4924 0.00 0.00 0.16 -0.017
C -3.5270 3.7974 -3.1336 -0.03 0.01 0.01 -0.190
C -3.4068 2.8504 -4.3310 0.01 -0.03 -0.01 -0.079
H 4.7769 5.7240 -1.4120 0.00 -0.01 0.01 0.068
H 3.5921 4.4497 -1.7416 0.00 0.01 0.00 0.069
H 5.0585 4.0686 -0.8518 -0.01 0.00 0.01 0.068
H 2.8691 5.9644 0.1613 -0.01 -0.01 -0.01 0.107
H 4.3028 5.5147 1.0475 0.00 -0.02 -0.01 0.101
H 4.4205 2.8474 3.6134 -0.01 -0.01 -0.01 0.110
H 5.0308 4.0798 2.5388 0.00 -0.01 -0.02 0.100
H 5.2064 1.0585 2.0214 0.01 0.00 -0.01 0.049
H 6.5452 2.0824 2.5602 -0.01 0.01 0.00 0.072
H 5.8417 2.2985 0.9501 -0.01 0.00 0.01 0.072
H 1.1380 5.0105 -0.9569 0.00 -0.01 0.00 0.108
H -0.3400 6.2398 -2.1366 0.00 -0.01 0.00 0.108
H -1.6970 6.0260 -3.2131 0.00 -0.01 0.00 0.102
H 1.0070 4.6107 -3.5336 0.00 0.01 0.00 0.070
H 0.4741 6.0125 -4.4754 -0.01 0.00 0.01 0.069
H -0.3546 4.4574 -4.6340 0.00 0.00 0.01 0.067
H -4.2590 1.6751 -1.5435 0.01 -0.01 0.00 0.108
H -2.1568 -2.4965 2.7753 0.00 0.02 -0.02 0.110
H 3.2013 0.8686 3.4296 -0.01 0.01 -0.01 0.111
H -1.0807 -3.2196 4.6139 0.00 0.01 -0.01 0.106
H 0.5319 -3.3161 5.2830 0.00 0.00 -0.01 0.102
H -0.2258 -4.2607 2.4599 0.01 0.00 0.01 0.059
H 0.0146 -5.3267 3.8595 0.00 0.01 0.01 0.069
H 1.3651 -4.3974 3.1810 -0.02 0.00 0.00 0.061
H 2.2777 -2.0235 5.6320 0.00 0.00 -0.01 0.102
H 2.9751 -0.4818 5.2057 0.02 0.00 -0.01 0.107
H 3.4476 -3.1220 3.7093 0.01 0.04 0.02 0.064
H 4.6137 -2.2924 4.7517 0.00 0.01 0.00 0.074
H 4.1117 -1.5888 3.2024 -0.02 0.00 0.03 0.057
H -6.0642 0.6978 -0.4849 0.02 0.01 -0.01 0.108
H -6.4704 -0.8574 0.1894 0.01 -0.01 -0.01 0.102
H -5.1250 -0.4456 -2.5371 0.01 0.00 0.00 0.057
H -6.8309 -0.8437 -2.2797 0.00 -0.01 0.01 0.070
H -5.5517 -2.0006 -1.8591 0.00 0.03 0.00 0.068
H -5.7291 -2.3702 1.5298 0.01 -0.01 0.00 0.102
H -4.4580 -2.5785 2.7101 0.01 0.00 -0.01 0.110
H -4.4511 -3.8176 -0.1018 -0.01 0.01 0.01 0.066
H -4.8096 -4.6824 1.4061 0.00 0.01 0.00 0.070
H -3.1893 -4.0372 1.0853 0.00 0.00 0.00 0.066
H -3.5322 4.8331 -3.4811 0.01 0.00 -0.01 0.101
H -4.4913 3.6400 -2.6418 0.01 -0.01 0.01 0.106
H -2.4887 3.0463 -4.8871 0.00 0.00 0.01 0.067
H -4.2518 2.9632 -5.0132 0.01 0.01 0.01 0.069
H -3.3684 1.8114 -3.9989 -0.01 0.01 0.00 0.068
S 0.5791 0.1703 -0.8912 -0.21 0.43 0.22 0.235
Sb 0.6028 -2.2151 -0.4869 -0.28 -0.90 0.53 1.176
C 2.8125 -2.2307 0.3461 -0.06 0.41 -0.24 -0.345
C 3.2076 -3.4998 0.7585 0.06 0.04 0.03 -0.196
C 4.5209 -3.7867 1.1177 0.01 0.01 -0.02 -0.131
C 5.4788 -2.7824 1.0757 0.00 0.00 -0.02 -0.132
C 5.1043 -1.5013 0.6813 0.07 0.00 0.01 -0.133
C 3.7852 -1.2326 0.3317 0.16 -0.02 -0.01 -0.152
C -1.4136 -2.5986 -1.6806 0.26 0.38 -0.13 -0.345
C -1.7696 -3.9419 -1.6232 -0.09 0.04 -0.04 -0.202
C -2.7611 -4.4802 -2.4368 -0.03 0.01 0.02 -0.129
C -3.4256 -3.6626 -3.3421 0.00 0.02 0.00 -0.131
C -3.0892 -2.3144 -3.4138 -0.05 0.00 -0.02 -0.136
C -2.1021 -1.7934 -2.5853 -0.11 0.00 -0.10 -0.146
C 1.5263 -2.7588 -2.3619 0.01 -0.20 0.07 -0.368
C 1.8124 -1.8543 -3.3772 -0.01 0.02 -0.01 -0.136
C 2.3956 -2.2777 -4.5659 0.00 0.03 -0.01 -0.105
C 2.7019 -3.6166 -4.7607 0.00 -0.01 0.00 -0.119
C 2.4207 -4.5320 -3.7554 0.00 0.02 -0.01 -0.108
C 1.8394 -4.1026 -2.5702 0.02 0.01 -0.01 -0.139
H 2.4718 -4.3062 0.7886 -0.05 -0.01 -0.02 0.069
H 4.7980 -4.7905 1.4237 0.02 -0.01 0.01 0.090
H 6.5075 -2.9932 1.3451 0.00 0.00 0.00 0.088
H 5.8520 -0.7162 0.6336 0.03 0.01 0.01 0.082
H 3.5156 -0.2278 0.0096 0.00 0.00 0.00 0.072
H -1.2487 -4.6059 -0.9297 0.05 0.00 0.03 0.070
H -3.0116 -5.5343 -2.3705 -0.01 -0.02 -0.01 0.089
H -4.1921 -4.0712 -3.9911 0.00 0.00 0.00 0.087
H -3.5983 -1.6705 -4.1247 -0.02 -0.01 -0.03 0.088
H -1.8467 -0.7382 -2.6653 0.01 -0.01 0.00 0.071
H 1.5787 -0.8042 -3.2432 0.00 0.01 0.00 0.048
H 2.6103 -1.5541 -5.3444 0.00 0.00 0.00 0.092
H 3.1549 -3.9451 -5.6888 0.00 0.00 0.00 0.088
H 2.6534 -5.5818 -3.8939 0.00 0.00 0.00 0.091
H 1.6298 -4.8340 -1.7953 0.00 0.02 -0.01 0.086
Cl -3.8127 1.4268 3.6514 -0.02 -0.03 0.03 0.602
C -3.6126 2.8049 2.5358 0.07 0.04 -0.03 -0.464
C -2.1654 3.2888 2.4455 -0.18 0.19 0.13 -0.664
O -1.9326 4.4761 2.5159 0.02 -0.08 -0.08 0.079
O -1.2847 2.3509 2.2719 -0.02 -0.04 0.05 -0.174
H -4.2453 3.6162 2.8779 0.02 0.01 0.02 0.074
H -3.9299 2.4649 1.5517 -0.02 0.01 -0.02 0.058
```
Forces are in eV/Å.

The calculation puts the electronic energy at -4488.36607 hartree. The energy above the lowest of the compared OMol25 structures with the same formula, charge and spin is 27.57 kJ/mol. As for the total charge: -1. The value obtained for the orbital gap (spin up / spin down) is 4.12 / 4.12 eV.

---

[2]
Molecular formula: C56H65BHgN10
Method: DFT, ωB97M-V/def2-TZVPD

Structure (XYZ):
```
133
Properties=species:S:1:pos:R:3:forces:R:3:lowdin_spin:R:1
Hg 0.2036 0.4740 -0.0495 -0.57 -0.02 -0.24 0.009
C 4.8766 -0.4615 -3.2234 -0.03 -0.06 0.12 0.000
C 3.4115 -0.2094 -3.0723 0.03 0.10 -0.22 0.000
C 2.5929 0.3945 -3.9916 -0.08 -0.03 -0.10 0.000
C 1.3169 0.4365 -3.4053 0.62 -0.12 0.38 0.001
N 1.3792 -0.0905 -2.1719 -0.22 -0.36 -0.50 0.007
N 2.6604 -0.5160 -1.9945 0.17 0.25 0.30 0.000
B 3.2092 -1.3239 -0.7919 -0.46 -0.11 -0.16 0.000
N 3.1388 -0.6113 0.5785 0.26 0.02 0.11 0.000
N 2.0580 -0.0376 1.1509 -0.04 0.01 0.26 0.002
C 2.4101 0.3649 2.3771 0.28 -0.29 -0.27 0.000
C 3.7528 0.0232 2.5987 -0.10 0.14 0.05 0.000
C 4.1783 -0.5807 1.4398 0.01 -0.01 0.08 0.000
C 5.5366 -1.1317 1.1562 -0.11 -0.02 -0.08 0.000
C 1.5326 1.0174 3.3544 -0.42 0.23 0.42 0.000
C 1.7790 0.8041 4.7166 0.08 -0.11 -0.30 0.000
C 0.9792 1.3720 5.6899 -0.10 0.08 0.18 0.000
C -0.0864 2.1869 5.3321 0.15 -0.08 -0.14 0.000
C -0.3270 2.4271 3.9864 -0.12 0.17 0.23 0.000
C 0.4652 1.8504 3.0101 0.25 -0.14 -0.12 0.000
N 2.5896 -2.7412 -0.7177 0.35 -0.08 -0.07 0.000
N 1.4068 -3.0267 -0.1379 -0.35 -0.04 0.18 0.000
C 1.2098 -4.3297 -0.3152 0.33 -0.01 -0.25 0.000
C 2.2852 -4.8979 -1.0249 -0.10 0.01 0.02 0.000
C 3.1504 -3.8546 -1.2528 -0.02 -0.17 0.02 0.000
C 4.4726 -3.9121 -1.9468 -0.11 0.16 0.00 0.000
C 0.0497 -5.1114 0.1521 -0.17 0.04 0.01 0.000
C -0.6639 -5.8836 -0.7665 0.02 0.07 -0.01 0.000
C -1.7178 -6.6843 -0.3571 -0.06 -0.06 0.02 0.000
C -2.0747 -6.7378 0.9837 0.03 0.02 -0.04 0.000
C -1.3590 -5.9892 1.9059 -0.07 0.01 0.07 0.000
C -0.3050 -5.1876 1.4950 0.00 0.07 -0.02 0.000
C 0.1391 0.9135 -4.1396 -0.36 0.15 0.04 0.001
C 0.2985 1.9215 -5.0921 0.09 0.06 0.10 0.000
C -0.7574 2.3155 -5.8929 -0.13 0.00 -0.04 0.001
C -1.9992 1.7031 -5.7637 0.07 0.07 -0.06 0.000
C -2.1671 0.7006 -4.8238 -0.07 0.02 0.16 0.003
C -1.1107 0.3185 -4.0103 0.18 0.05 -0.01 0.003
H 5.2073 -0.0397 -4.1711 0.00 0.02 -0.01 0.000
H 5.4421 0.0101 -2.4181 0.02 0.00 -0.03 0.000
H 5.1112 -1.5261 -3.2198 0.05 0.08 0.01 0.000
H 2.8666 0.7131 -4.9831 0.00 0.03 0.01 0.000
H 4.3659 -1.4669 -1.0256 0.02 -0.01 0.05 0.000
H 4.3482 0.2372 3.4696 0.00 0.00 0.01 0.000
H 6.1807 -0.9461 2.0139 0.00 -0.01 0.01 0.000
H 5.4876 -2.2071 0.9777 0.07 0.00 -0.01 0.000
H 5.9788 -0.6637 0.2766 0.03 -0.02 0.01 0.000
H 2.5967 0.1557 5.0063 0.00 -0.01 0.03 0.000
H 1.1864 1.1760 6.7352 0.00 -0.01 -0.01 0.000
H -0.7159 2.6336 6.0908 0.00 0.01 0.01 0.000
H -1.1353 3.0857 3.6944 0.15 -0.10 0.06 0.000
H 0.2679 2.0769 1.9692 0.00 0.09 0.07 0.000
H 2.4080 -5.9327 -1.3009 0.05 0.01 0.00 0.000
H 4.7790 -4.9516 -2.0500 -0.02 -0.02 -0.02 0.000
H 4.4090 -3.4720 -2.9441 0.05 -0.04 0.00 0.000
H 5.2401 -3.3739 -1.3904 0.04 -0.03 -0.04 0.000
H -0.3883 -5.8442 -1.8136 0.00 0.03 0.00 0.000
H -2.2650 -7.2690 -1.0865 0.00 0.01 -0.01 0.000
H -2.8995 -7.3609 1.3057 0.00 0.00 0.00 0.000
H -1.6206 -6.0324 2.9565 0.00 0.01 -0.01 0.000
H 0.2632 -4.6276 2.2214 0.00 0.03 -0.02 0.000
H 1.2572 2.4160 -5.1853 -0.01 0.01 0.01 0.000
H -0.6166 3.1064 -6.6199 0.01 0.01 0.03 0.000
H -2.8276 2.0128 -6.3892 0.01 -0.01 0.00 0.000
H -3.1311 0.2193 -4.7049 0.00 0.01 0.01 0.000
H -1.2446 -0.4693 -3.2868 0.29 0.55 -0.20 0.000
C -3.9121 4.2300 0.0770 -0.02 -0.07 0.02 0.006
C -3.8656 2.9261 0.8976 0.28 0.25 -0.22 0.006
C -2.5759 2.9062 1.7232 -0.27 -0.04 -0.05 0.003
C -4.2463 1.6761 0.0820 -0.07 -0.22 0.27 0.027
C -5.6189 1.5397 -0.0772 -0.08 -0.02 -0.03 0.002
C -6.1822 0.4259 -0.6688 0.01 -0.08 0.03 0.042
C -5.3406 -0.6267 -0.9874 -0.15 0.16 0.04 -0.001
C -3.9565 -0.5806 -0.8479 0.01 0.07 0.04 0.031
C -3.3253 -1.9476 -1.1345 0.19 -0.03 0.16 0.004
C -3.3277 -2.8112 0.1432 -0.02 0.05 -0.08 0.002
C -1.9556 -2.0362 -1.7877 -0.21 -0.07 -0.02 0.005
C -3.3593 0.6564 -0.4139 -0.10 0.05 -0.22 0.018
N -2.0148 0.9974 -0.5716 0.37 -0.56 -0.01 0.126
C -1.8680 2.2035 -1.1971 -0.12 0.38 -0.25 0.334
C -0.7026 2.9907 -1.2290 0.10 0.06 0.02 0.014
C -0.5380 4.2012 -1.9163 -0.26 -0.09 -0.14 0.126
C 0.7707 4.6233 -1.6647 0.19 -0.04 0.12 0.018
C 1.3612 3.6783 -0.8292 0.16 0.33 -0.23 0.089
N 0.4650 2.6750 -0.5534 -0.24 0.12 0.07 0.048
C 2.7672 3.7568 -0.2773 0.03 -0.08 0.03 0.012
C 2.7590 3.5880 1.2439 -0.01 0.03 -0.09 0.004
C 3.3938 5.1176 -0.5954 -0.01 -0.07 0.00 0.002
C 3.6444 2.6609 -0.8963 0.04 0.04 0.07 0.006
H -4.0764 5.0798 0.7452 0.00 0.01 0.00 0.001
H -4.7221 4.2041 -0.6542 -0.02 0.04 0.01 0.000
H -2.9712 4.3949 -0.4474 -0.03 0.02 0.00 0.004
H -4.6760 3.0017 1.6314 -0.03 -0.03 -0.04 0.001
H -1.6873 2.8459 1.0985 0.00 0.01 0.03 0.001
H -2.5642 2.0828 2.4390 -0.01 0.30 -0.05 0.001
H -2.5149 3.8414 2.2877 -0.09 0.02 -0.01 0.000
H -6.2663 2.3336 0.2848 0.04 0.04 -0.01 0.000
H -7.2486 0.3570 -0.8435 0.00 -0.01 0.05 0.004
H -5.7839 -1.5351 -1.3826 0.04 -0.02 0.01 -0.001
H -4.0165 -2.4306 -1.8322 -0.03 0.05 0.03 0.000
H -2.4202 -2.6401 0.7190 0.09 0.12 0.19 0.000
H -3.3468 -3.8734 -0.1139 0.05 -0.02 -0.02 0.000
H -4.1951 -2.5936 0.7694 0.01 -0.03 0.00 0.000
H -1.1969 -1.5241 -1.2115 0.18 0.12 0.03 0.003
H -1.9663 -1.6492 -2.8060 -0.25 -0.45 0.38 0.000
H -1.6586 -3.0812 -1.8362 0.05 -0.23 -0.03 0.000
H -2.7294 2.6087 -1.7162 -0.02 -0.09 -0.14 0.016
H -1.2826 4.6769 -2.5377 0.00 0.00 -0.02 0.009
H 1.2326 5.5230 -2.0427 0.02 0.00 0.06 -0.002
H 2.1565 4.3689 1.7134 -0.02 -0.02 0.02 0.000
H 3.7774 3.6429 1.6422 0.00 -0.01 0.01 0.001
H 2.3419 2.6242 1.5126 0.04 0.07 -0.02 0.000
H 2.7563 5.9290 -0.2408 0.02 0.02 -0.01 0.001
H 3.5533 5.2399 -1.6684 -0.04 0.04 -0.01 0.000
H 4.3631 5.2001 -0.0956 0.02 -0.02 -0.03 0.000
H 3.2144 1.6827 -0.6966 -0.02 -0.11 0.00 0.000
H 3.7149 2.7903 -1.9786 -0.03 -0.03 -0.01 0.001
H 4.6548 2.6873 -0.4708 0.00 -0.01 -0.01 0.001
C -4.1585 -0.2736 3.8878 0.02 0.06 -0.10 0.000
C -2.7813 -0.6335 3.4462 -0.03 -0.06 0.02 0.001
C -1.8241 -1.4617 3.9873 0.07 0.02 0.05 0.000
C -0.7420 -1.4314 3.0817 -0.24 -0.07 0.04 0.000
N -1.0300 -0.6350 2.0586 0.36 -0.34 -0.03 0.000
N -2.2523 -0.1524 2.3092 -0.16 -0.35 0.00 0.003
C 0.5275 -2.2058 3.1867 0.02 0.20 -0.07 0.000
H -4.4751 -0.9328 4.6937 -0.02 0.01 0.00 0.000
H -4.8601 -0.3672 3.0558 -0.03 0.00 0.04 0.000
H -4.2032 0.7578 4.2440 0.00 0.00 0.02 0.000
H -1.8875 -2.0226 4.9057 -0.03 0.01 0.00 0.000
H -2.7337 0.3558 1.5789 0.13 0.00 -0.04 0.002
H 0.3315 -3.1384 3.7158 0.05 -0.03 -0.02 0.000
H 1.2784 -1.6572 3.7537 0.04 0.02 0.06 0.000
H 0.9310 -2.4048 2.1939 0.01 -0.07 0.02 0.000
```
Forces are in eV/Å.

The calculation puts the electronic energy at -2898.89120 hartree. The energy above the lowest of the compared OMol25 structures with the same formula, charge and spin is 98.99 kJ/mol. The spin multiplicity is 2. As for the total charge: -1. The value obtained for the orbital gap (spin up / spin down) is 3.76 / 6.31 eV.